1.
Here is a gas-phase ion, C5H8NO (charge -1) in a non-equilibrium geometry from OMol25. Energies are from ωB97M-V with the def2-TZVPD basis set.

Properties
HOMO energy: -1.122 eV
Structure (SMILES): CC#C[C@@H](C)N[O-]
Kohn-Sham gap: 0.1757 Eh
Charge: -1
Multiplicity: 1

The geometry in XYZ format:
```
15
Properties=species:S:1:pos:R:3:forces:R:3:mulliken_charge:R:1
C -2.3354 -1.7958 -0.3937 0.9 -0.5 0.9 -1.024
C -1.4138 -0.7400 0.1000 -0.2 0.7 -1.1 0.652
C -0.5737 0.1250 0.2344 1.1 1.0 -0.6 -0.750
C 0.6898 1.0913 0.1425 -0.8 -0.7 0.1 0.284
C 1.6373 0.6622 1.2935 -1.8 -3.2 0.5 -1.280
N 1.3586 1.1675 -1.1846 1.0 -1.1 2.0 -0.341
O 0.9669 2.1011 -2.0918 -0.9 0.2 -0.2 -0.804
H -2.8365 -1.6831 -1.3582 0.5 0.7 -0.1 0.278
H -3.2081 -1.8467 0.3200 1.1 -1.0 -0.4 0.251
H -1.5765 -2.6596 -0.5468 -2.1 0.5 0.7 0.193
H 0.3759 2.0739 0.3167 -0.8 1.5 0.2 0.386
H 1.2305 -0.4303 1.4833 1.2 2.0 0.5 0.218
H 1.7910 1.1990 2.2459 -1.0 0.2 -0.5 0.232
H 2.6088 0.5285 0.9405 1.7 -0.1 -1.1 0.445
H 1.2852 0.2069 -1.5016 -0.1 -0.2 -0.9 0.261
```
Forces are in eV/Å.


2.
Here is a single C3H6N2O2 molecule from OMol25. Energies are from ωB97M-V with the def2-TZVPD basis set.

Properties
HOMO energy: -9.615 eV
Kohn-Sham gap: 0.3867 Eh
Charge: 0
Multiplicity: 1

The geometry in XYZ format:
```
13
Properties=species:S:1:pos:R:3:forces:R:3:mulliken_charge:R:1
N -0.4762 -0.0673 -1.7625 -0.1 -0.2 0.1 -0.564
C -0.0595 -0.0835 -0.4254 -0.3 0.3 -0.2 0.528
O 1.1036 -0.8610 -0.1183 0.2 0.1 0.3 -0.521
C 0.2835 1.2685 0.2183 -0.1 0.2 -0.1 -0.531
O 0.8230 0.7534 1.4466 0.0 0.0 0.1 -0.430
C 0.5938 -0.6064 1.2290 0.3 -0.4 0.3 0.336
N -0.7955 -0.6801 0.7730 0.0 -0.1 -0.2 -0.665
H -0.5614 -0.9870 -2.1777 -0.1 0.0 0.2 0.255
H -1.3383 0.4556 -1.8681 0.1 0.0 -0.1 0.267
H -0.6186 1.8558 0.4010 0.1 0.1 0.0 0.306
H 1.0385 1.8412 -0.3255 -0.1 -0.2 0.0 0.311
H 0.9807 -1.2247 2.0397 -0.1 0.1 -0.3 0.438
H -0.9735 -1.6644 0.5700 0.0 0.1 -0.2 0.270
```
Forces are in eV/Å.


3.
Here is 2 unconnected molecules or ions with the total composition C5H12O2 in a non-equilibrium geometry from OMol25. Energies are from ωB97M-V with the def2-TZVPD basis set.

Properties
HOMO energy: -9.141 eV
Structure (SMILES): CC/C=C/CO.O
Kohn-Sham gap: 0.3655 Eh
Charge: 0
Multiplicity: 1

The geometry in XYZ format:
```
19
Properties=species:S:1:pos:R:3:forces:R:3:mulliken_charge:R:1
C -1.9186 0.7885 3.2612 0.3 0.6 -0.3 -1.185
C -0.5224 1.0734 2.6164 -0.8 -1.1 0.4 -0.260
C -0.4844 0.5146 1.2093 0.3 1.7 0.4 -0.442
C 0.0968 1.1424 0.1952 -0.2 -0.3 -0.4 -0.286
C -0.0771 0.7007 -1.2280 0.5 -0.3 -0.2 -0.372
O 1.0796 1.0984 -1.9616 0.4 0.0 -0.1 -0.533
H -1.8443 -0.0961 3.8894 -0.3 0.1 0.2 0.286
H -2.7152 0.6470 2.5292 0.2 -0.3 -0.2 0.374
H -2.2682 1.6688 3.8066 0.2 -0.3 0.4 0.326
H 0.2075 0.5535 3.2398 0.2 0.0 0.0 0.249
H -0.3012 2.1303 2.7034 0.2 0.2 -0.5 0.314
H -1.1261 -0.3251 1.0308 -0.1 -0.6 -0.1 0.349
H 0.7170 2.0265 0.3110 -0.1 0.0 0.2 0.344
H -0.9516 1.1610 -1.6968 -0.2 0.0 0.2 0.225
H -0.1753 -0.3889 -1.2462 -0.2 0.0 -0.1 0.315
H 1.1465 0.6279 -2.8024 -0.2 0.1 0.3 0.295
O 1.4989 -4.1868 -3.3254 -0.1 0.2 0.0 -0.639
H 2.3537 -3.9543 -3.7056 -0.1 -0.2 0.1 0.321
H 1.5182 -5.1258 -3.1209 0.2 0.0 -0.1 0.318
```
Forces are in eV/Å.


4.
Here is a molecular structure, C21H16N4O6Ru in a non-equilibrium geometry from OMol25. Energies are from ωB97M-V with the def2-TZVPD basis set.

Properties
HOMO energy (spin up / spin down): -11.108 / -10.618 eV
Kohn-Sham gap (spin up / spin down): 0.2355 / 0.2306 Eh
Charge: +1
Multiplicity: 2

The geometry in XYZ format:
```
48
Properties=species:S:1:pos:R:3:forces:R:3:lowdin_spin:R:1
Ru -0.8219 -0.8083 0.3687 3.7 -2.0 1.3 1.377
O -1.5614 3.6124 0.0813 -0.2 0.3 0.5 0.000
C -1.4600 2.3246 0.3547 0.8 -0.7 -2.4 0.001
O -1.1134 1.4887 -0.4785 -0.6 1.5 0.9 0.012
C -1.7500 1.9486 1.7442 -0.1 -0.4 1.4 -0.001
C -2.0490 2.8683 2.7542 0.2 -0.3 -0.6 -0.001
C -2.2434 2.3967 4.0359 0.0 -0.6 0.1 0.002
C -2.1295 1.0248 4.2837 0.1 0.4 -0.3 0.000
C -1.7982 0.1774 3.2352 0.0 0.4 -0.3 0.004
N -1.6222 0.6354 1.9925 -0.7 0.6 -0.4 0.000
C -1.6216 -1.3099 3.3447 -0.1 -0.3 -0.5 0.004
O -1.5512 -1.8567 4.5385 0.0 -0.2 0.3 0.001
O -1.5772 -1.9980 2.3447 -0.3 0.4 0.6 0.035
H -1.3206 3.8264 -0.8369 0.0 -0.4 0.1 0.000
H -2.1171 3.9153 2.5061 0.0 0.1 0.0 0.000
H -2.4730 3.0744 4.8414 -0.1 0.1 0.1 0.000
H -2.3159 0.6508 5.2784 0.0 0.0 0.1 0.000
H -1.5304 -1.2305 5.2774 0.0 0.0 -0.3 0.000
O 0.9341 -0.6690 2.0149 -2.0 -0.1 -1.1 -0.002
N 2.0986 -0.6419 1.5457 1.5 0.0 -0.6 -0.008
N 2.2365 -0.9088 0.3044 -1.1 0.3 2.2 -0.001
O 1.2154 -1.2210 -0.4364 -2.4 -0.1 -1.1 0.051
C 3.4994 -0.8042 -0.3075 1.2 0.0 -0.7 -0.001
C 3.5567 -0.7710 -1.6983 -0.3 0.0 0.4 0.000
C 4.7809 -0.6365 -2.3221 0.2 0.0 0.1 0.000
C 5.9395 -0.5335 -1.5666 0.0 -0.1 0.0 0.000
C 5.8757 -0.5999 -0.1798 0.0 0.0 -0.1 0.000
C 4.6576 -0.7329 0.4618 -0.2 -0.1 -0.1 0.000
H 2.6411 -0.8441 -2.2640 0.0 0.0 0.0 0.000
H 4.8223 -0.6202 -3.3997 0.1 0.0 -0.1 0.000
H 6.8910 -0.4218 -2.0649 0.1 0.0 0.0 0.000
H 6.7827 -0.5580 0.4034 0.1 0.0 0.1 0.000
H 4.5902 -0.7985 1.5361 0.0 0.0 0.1 0.000
C -1.6904 -2.5819 -0.6982 0.3 0.6 0.8 -0.169
C -1.8129 -1.5276 -1.6328 -0.6 0.3 -1.1 -0.020
C -3.0028 -0.7292 -1.7007 0.5 -0.4 0.3 -0.080
C -3.1426 0.2470 -2.6498 0.3 0.3 -0.4 0.017
C -2.1025 0.5043 -3.5623 -0.1 -1.0 1.0 -0.091
C -0.9237 -0.2585 -3.5196 -0.2 0.2 0.0 0.014
C -0.7817 -1.2555 -2.5914 -0.2 -0.1 0.3 -0.078
C -2.2563 1.5213 -4.5245 0.0 0.5 -0.4 -0.012
N -2.3797 2.3716 -5.2850 0.0 0.2 -0.2 -0.051
H -0.9030 -3.3199 -0.8360 -0.1 0.2 0.1 -0.002
H -2.5743 -2.9078 -0.1518 0.2 0.1 0.0 -0.004
H -3.8096 -0.9362 -1.0070 0.0 0.0 0.0 -0.003
H -4.0555 0.8195 -2.7220 0.0 0.0 0.0 0.003
H -0.1382 -0.0532 -4.2323 0.0 0.0 0.0 0.002
H 0.1064 -1.8737 -2.5799 0.0 0.0 0.0 -0.003
```
Forces are in eV/Å.


5.
Here is 3 unconnected molecules or ions with the total composition C3H10NO2 in a non-equilibrium geometry from OMol25. Energies are from ωB97M-V with the def2-TZVPD basis set.

Properties
HOMO energy: -14.782 eV
Kohn-Sham gap: 0.3504 Eh
Charge: +1
Multiplicity: 1

The geometry in XYZ format:
```
16
Properties=species:S:1:pos:R:3:forces:R:3:mulliken_charge:R:1
C 1.4158 -0.8154 0.7676 0.3 0.2 0.4 -0.045
C 2.1149 -1.9083 1.0244 -0.1 0.8 0.2 -0.611
C 2.4528 1.0841 -0.3888 -0.6 -0.2 -0.4 -0.074
N 1.6698 0.0713 -0.3355 -1.0 0.8 0.2 -0.068
H 0.5630 -0.4413 1.3224 0.2 -0.2 0.4 0.309
H 2.8603 -2.3059 0.3518 0.2 0.1 0.1 0.287
H 1.9683 -2.3382 2.0034 -0.2 -0.6 -0.2 0.257
H 2.3872 1.6041 -1.3398 0.1 0.5 0.3 0.280
H 3.0294 1.4706 0.4443 0.5 -0.7 -0.1 0.311
H 0.8317 0.1975 -0.9232 0.2 -0.6 -0.8 0.346
H -4.9030 1.2887 -0.6063 0.0 0.9 -0.2 0.321
H -4.9098 -0.0859 -0.1539 0.0 -0.8 0.3 0.322
O -4.3244 0.6677 -0.1728 0.2 -0.2 -0.1 -0.630
H -2.1890 0.5532 -1.2121 -0.1 0.5 -1.0 0.358
H -1.6355 0.2596 0.0116 0.6 0.2 0.7 0.301
O -1.3315 0.6982 -0.7932 -0.2 -0.7 0.5 -0.662
```
Forces are in eV/Å.


6.
Here is a single C4H9NO2 molecule from OMol25. Energies are from ωB97M-V with the def2-TZVPD basis set.

Properties
HOMO energy: -9.696 eV
Structure (SMILES): COC/C(C)=N\O
Kohn-Sham gap: 0.3916 Eh
Charge: 0
Multiplicity: 1

The geometry in XYZ format:
```
16
Properties=species:S:1:pos:R:3:forces:R:3:mulliken_charge:R:1
C 2.0312 0.4438 -0.2627 0.1 0.2 -0.2 -0.589
O 1.3878 -0.3500 0.7111 0.0 -0.2 0.1 -0.365
C 0.1094 0.1354 1.0824 -0.1 0.1 0.1 -0.542
C -0.9190 -0.2072 0.0214 -0.1 0.1 -0.3 0.804
C -1.1774 -1.6692 -0.1987 0.0 0.0 0.0 -1.095
N -1.5316 0.6288 -0.7253 0.3 -0.6 0.2 -0.551
O -1.1808 1.9513 -0.4572 0.0 0.3 -0.1 -0.364
H 2.7976 -0.1723 -0.7442 -0.2 0.1 0.1 0.248
H 1.3243 0.8024 -1.0216 0.1 -0.1 0.0 0.293
H 2.5163 1.3205 0.1907 -0.1 -0.1 0.0 0.236
H 0.1315 1.2134 1.2746 0.0 -0.2 0.0 0.360
H -0.1555 -0.3977 2.0038 0.0 0.2 -0.1 0.313
H -1.7086 -2.1033 0.6574 0.1 0.1 -0.1 0.262
H -0.2130 -2.1812 -0.2785 -0.1 0.0 0.0 0.272
H -1.7627 -1.8488 -1.1034 0.1 0.1 0.1 0.356
H -1.6497 2.4341 -1.1498 0.1 -0.1 0.2 0.362
```
Forces are in eV/Å.


Repeat the first record exactly.
Here is a gas-phase ion, C5H8NO (charge -1) in a non-equilibrium geometry from OMol25. Energies are from ωB97M-V with the def2-TZVPD basis set.

Properties
HOMO energy: -1.122 eV
Structure (SMILES): CC#C[C@@H](C)N[O-]
Kohn-Sham gap: 0.1757 Eh
Charge: -1
Multiplicity: 1

The geometry in XYZ format:
```
15
Properties=species:S:1:pos:R:3:forces:R:3:mulliken_charge:R:1
C -2.3354 -1.7958 -0.3937 0.9 -0.5 0.9 -1.024
C -1.4138 -0.7400 0.1000 -0.2 0.7 -1.1 0.652
C -0.5737 0.1250 0.2344 1.1 1.0 -0.6 -0.750
C 0.6898 1.0913 0.1425 -0.8 -0.7 0.1 0.284
C 1.6373 0.6622 1.2935 -1.8 -3.2 0.5 -1.280
N 1.3586 1.1675 -1.1846 1.0 -1.1 2.0 -0.341
O 0.9669 2.1011 -2.0918 -0.9 0.2 -0.2 -0.804
H -2.8365 -1.6831 -1.3582 0.5 0.7 -0.1 0.278
H -3.2081 -1.8467 0.3200 1.1 -1.0 -0.4 0.251
H -1.5765 -2.6596 -0.5468 -2.1 0.5 0.7 0.193
H 0.3759 2.0739 0.3167 -0.8 1.5 0.2 0.386
H 1.2305 -0.4303 1.4833 1.2 2.0 0.5 0.218
H 1.7910 1.1990 2.2459 -1.0 0.2 -0.5 0.232
H 2.6088 0.5285 0.9405 1.7 -0.1 -1.1 0.445
H 1.2852 0.2069 -1.5016 -0.1 -0.2 -0.9 0.261
```
Forces are in eV/Å.


Question: Which value of multiplicity does entry 6 give?
Answer: 1


Question: Among the records above, which one has the lowest charge?
Answer: C5H8NO